Density functional theory data (ωB97M-V/def2-TZVPD) for one molecule with the formula C5H13NSi.

Molecular weight in g mol⁻¹: 115.25
Lowest unoccupied orbital energy in eV: 0.8
Energy relative to the best compared isomer or geometry (same formula, charge and spin) in kcal per mole: 49.0
HOMO energy in Eh: -0.3104
Total energy in eV: -14761.9345
Gap between HOMO and LUMO in Ha: 0.340
Structure (SMILES): C/C=C(/C)[Si@@H](C)N

Structure (ORCA input):
```
! wB97M-V def2-TZVPD RIJCOSX def2/J DEFGRID3
* xyz 0 1
C 0.1478 0.9317 -1.4760
C 0.0699 0.9004 -0.1276
C 0.8104 -0.1565 -2.3210
C -0.6474 2.0139 0.6385
C -1.6878 -1.1394 1.5298
N 1.5988 -1.6161 0.1774
Si 0.4765 -0.4920 1.0295
H -0.1734 1.7004 -2.2069
H 0.5011 0.0087 -3.3321
H 1.8929 -0.1128 -2.1848
H 0.5708 -1.1556 -1.8281
H -0.5643 2.9256 -0.0165
H -1.7522 1.9161 0.7877
H -0.1756 2.0439 1.6664
H -1.9227 -0.3598 2.2301
H -1.9972 -1.0796 0.4752
H -1.4462 -2.1115 1.9760
H 2.2112 -1.9616 0.8349
H 1.0761 -2.3540 -0.2205
H 1.0115 0.0983 2.3679
*
```